{"formula": "C4H17N2OOs", "method": "wB97M-V/def2-TZVPD", "charge": 1, "s2": 6.015, "multiplicity": 5, "e_homo_ev": [-11.83, -13.41], "de_lowest_kcal_mol": 0.0, "homo_lumo_gap_ha": [0.30821, 0.29647], "symbols": ["C", "Os", "N", "N", "H", "H", "H", "H", "H", "H", "H", "H", "H", "H", "C", "C", "C", "O", "H", "H", "H", "H", "H", "H", "H"], "coordinates": [[-0.81, 0.03, 2.21], [-1.09, -0.15, 0.18], [-1.21, -0.39, -2.07], [-2.71, -1.68, 0.59], [-0.47, -0.99, -2.46], [-1.77, 1.21, 0.26], [-0.30, 0.97, 2.48], [-0.16, -0.83, 2.48], [-1.77, -0.03, 2.75], [-2.55, -2.63, 0.23], [-3.63, -1.38, 0.22], [-2.85, -1.78, 1.61], [-2.10, -0.76, -2.45], [-1.08, 0.53, -2.52], [1.56, 1.67, 0.39], [1.52, 0.45, -0.53], [2.94, 0.01, -0.89], [0.86, -0.62, 0.09], [2.06, 1.43, 1.35], [0.53, 2.02, 0.59], [2.10, 2.50, -0.10], [1.01, 0.72, -1.47], [3.50, -0.27, 0.03], [2.91, -0.86, -1.57], [3.48, 0.84, -1.40]]}

{"formula": "C31H45Cl2N4O2PPtS2", "method": "wB97M-V/def2-TZVPD", "charge": 2, "s2": 6.028, "multiplicity": 5, "e_homo_ev": [-14.30, -15.20], "de_lowest_kcal_mol": 0.0, "homo_lumo_gap_ha": [0.30158, 0.21500], "symbols": ["Pt", "S", "C", "C", "N", "C", "S", "C", "N", "C", "C", "O", "N", "C", "C", "C", "C", "C", "C", "N", "H", "H", "H", "H", "H", "H", "H", "H", "H", "H", "Cl", "C", "Cl", "H", "H", "O", "P", "C", "C", "C", "C", "C", "C", "C", "C", "C", "C", "C", "C", "C", "C", "C", "C", "C", "C", "H", "H", "H", "H", "H", "H", "H", "H", "H", "H", "H", "H", "H", "H", "H", "H", "H", "H", "H", "H", "H", "H", "H", "H", "H", "H", "H", "H", "H", "H", "H", "H", "H"], "coordinates": [[0.20, -1.62, 1.30], [2.08, -2.60, 0.01], [3.41, -2.34, 1.02], [4.67, -2.80, 0.53], [5.68, -3.15, 0.10], [3.33, -1.68, 2.25], [1.92, -1.02, 2.88], [4.52, -1.52, 3.03], [5.47, -1.40, 3.67], [-4.26, -1.83, 0.70], [-2.87, -2.26, 0.37], [-1.92, -1.45, 0.41], [-2.68, -3.54, 0.02], [-1.38, -4.08, -0.36], [-0.66, -4.66, 0.83], [-0.59, -6.03, 1.03], [0.04, -6.53, 2.16], [0.59, -5.64, 3.07], [0.49, -4.29, 2.81], [-0.11, -3.80, 1.71], [-4.27, -0.77, 0.92], [-4.63, -2.38, 1.57], [-4.94, -2.04, -0.13], [-3.47, -4.16, 0.05], [-0.80, -3.27, -0.79], [-1.53, -4.84, -1.12], [-1.03, -6.70, 0.31], [0.11, -7.60, 2.32], [1.08, -5.98, 3.97], [0.91, -3.56, 3.49], [-1.68, -1.26, 3.45], [-1.59, -1.52, 5.24], [0.04, -1.44, 5.85], [-2.00, -2.50, 5.42], [-2.19, -0.73, 5.67], [0.15, 0.28, 0.66], [0.33, 1.57, -0.22], [0.08, 1.15, -1.97], [-1.36, 1.36, -2.50], [-1.64, 0.47, -3.73], [-0.37, 0.24, -4.53], [0.61, -0.61, -3.72], [0.52, -0.31, -2.21], [2.00, 2.22, 0.14], [2.33, 3.65, -0.33], [2.81, 3.74, -1.78], [3.98, 2.79, -2.03], [3.62, 1.35, -1.67], [3.12, 1.23, -0.23], [-0.83, 2.78, 0.47], [-2.14, 2.15, 0.98], [-3.01, 3.23, 1.63], [-3.30, 4.41, 0.68], [-2.58, 4.26, -0.67], [-1.09, 4.01, -0.46], [0.78, 1.80, -2.50], [-1.49, 2.40, -2.78], [-2.08, 1.13, -1.72], [-2.40, 0.95, -4.34], [-2.05, -0.49, -3.41], [0.08, 1.20, -4.79], [-0.60, -0.26, -5.48], [1.63, -0.45, -4.06], [0.39, -1.67, -3.88], [1.48, -0.50, -1.74], [-0.21, -0.96, -1.72], [1.92, 2.24, 1.23], [3.15, 3.99, 0.31], [1.50, 4.33, -0.15], [3.10, 4.76, -1.99], [1.99, 3.50, -2.47], [4.83, 3.11, -1.42], [4.30, 2.85, -3.07], [4.50, 0.71, -1.80], [2.87, 0.98, -2.38], [3.96, 1.42, 0.44], [2.79, 0.21, -0.03], [-0.29, 3.11, 1.36], [-1.91, 1.36, 1.70], [-2.69, 1.68, 0.16], [-2.50, 3.58, 2.53], [-3.94, 2.77, 1.96], [-2.97, 5.35, 1.14], [-4.37, 4.51, 0.51], [-2.71, 5.17, -1.26], [-3.03, 3.44, -1.24], [-0.66, 4.90, 0.01], [-0.58, 3.90, -1.42]]}

{"formula": "C23H62BrClN7O4P3Si", "method": "wB97M-V/def2-TZVPD", "smiles": "CCOCC[Si@](CCCCN)([C@H](Br)CC)P(O)Cl.CN(C)P(=O)(N(C)C)N(C)C.CN(C)P(=O)(N(C)C)N(C)C", "e_homo_ev": -8.16, "homo_lumo_gap_ha": 0.30131, "symbols": ["C", "C", "O", "C", "C", "Si", "C", "C", "C", "C", "N", "C", "Br", "C", "C", "P", "O", "Cl", "H", "H", "H", "H", "H", "H", "H", "H", "H", "H", "H", "H", "H", "H", "H", "H", "H", "H", "H", "H", "H", "H", "H", "H", "H", "H", "O", "P", "N", "C", "C", "N", "C", "C", "N", "C", "C", "H", "H", "H", "H", "H", "H", "H", "H", "H", "H", "H", "H", "H", "H", "H", "H", "H", "H", "O", "P", "N", "C", "C", "N", "C", "C", "N", "C", "C", "H", "H", "H", "H", "H", "H", "H", "H", "H", "H", "H", "H", "H", "H", "H", "H", "H", "H"], "coordinates": [[0.05, -3.65, 2.38], [-0.61, -3.12, 1.13], [-1.80, -2.44, 1.45], [-2.15, -1.40, 0.57], [-2.70, -1.91, -0.78], [-4.54, -2.33, -0.81], [-5.51, -1.71, 0.66], [-6.44, -2.74, 1.37], [-6.35, -2.68, 2.90], [-4.91, -2.73, 3.44], [-4.85, -3.48, 4.70], [-4.73, -4.18, -1.14], [-3.80, -5.18, 0.26], [-4.31, -4.62, -2.55], [-4.52, -6.12, -2.79], [-5.49, -1.37, -2.68], [-4.20, -1.44, -3.72], [-5.54, 0.63, -2.10], [0.23, -2.84, 3.10], [-0.53, -4.45, 2.84], [1.02, -4.06, 2.11], [0.09, -2.47, 0.59], [-0.81, -3.97, 0.45], [-2.84, -0.74, 1.10], [-1.25, -0.79, 0.37], [-2.16, -2.82, -1.05], [-2.47, -1.18, -1.56], [-4.85, -1.23, 1.39], [-6.15, -0.90, 0.29], [-6.26, -3.77, 1.06], [-7.47, -2.52, 1.09], [-6.90, -1.84, 3.31], [-6.84, -3.58, 3.29], [-4.24, -3.19, 2.70], [-4.56, -1.70, 3.57], [-3.88, -3.70, 4.92], [-5.17, -2.88, 5.46], [-5.78, -4.44, -1.02], [-3.25, -4.39, -2.69], [-4.92, -4.06, -3.25], [-4.50, -6.36, -3.85], [-3.74, -6.69, -2.29], [-5.47, -6.45, -2.36], [-4.19, -0.70, -4.33], [-0.98, 1.73, 1.31], [-0.83, 2.94, 0.49], [-0.92, 2.49, -1.13], [-0.74, 3.39, -2.25], [-1.92, 1.46, -1.43], [0.72, 3.55, 0.83], [1.62, 4.02, -0.21], [1.45, 2.84, 1.88], [-1.66, 4.40, 0.51], [-1.40, 5.27, 1.67], [-3.12, 4.19, 0.40], [-1.59, 4.07, -2.40], [-0.63, 2.79, -3.16], [0.15, 3.99, -2.16], [-2.92, 1.87, -1.57], [-1.96, 0.74, -0.62], [-1.64, 0.93, -2.34], [1.91, 3.22, -0.90], [2.53, 4.42, 0.24], [1.20, 4.85, -0.76], [1.92, 1.92, 1.53], [0.79, 2.59, 2.71], [2.23, 3.50, 2.26], [-1.57, 4.77, 2.63], [-2.07, 6.13, 1.61], [-0.38, 5.64, 1.65], [-3.53, 3.63, 1.24], [-3.35, 3.65, -0.52], [-3.62, 5.16, 0.35], [5.58, 3.23, -0.59], [6.31, 1.96, -0.91], [5.00, 0.87, -1.06], [5.11, -0.58, -0.90], [4.00, 1.17, -2.06], [7.06, 1.86, 0.67], [6.86, 0.70, 1.53], [7.11, 3.08, 1.46], [7.51, 0.81, -1.44], [8.92, 1.04, -1.07], [7.48, 0.64, -2.91], [5.59, -1.08, -1.75], [4.10, -0.98, -0.81], [5.64, -0.85, 0.00], [4.27, 0.78, -3.06], [3.82, 2.24, -2.15], [3.04, 0.71, -1.79], [5.81, 0.58, 1.83], [7.46, 0.82, 2.43], [7.20, -0.21, 1.04], [6.16, 3.30, 1.96], [7.36, 3.94, 0.84], [7.88, 2.97, 2.22], [9.29, 2.03, -1.38], [9.52, 0.28, -1.58], [9.07, 0.93, -0.01], [7.76, 1.55, -3.45], [6.48, 0.34, -3.24], [8.17, -0.15, -3.20]]}

{"formula": "C3H5N3O", "method": "wB97M-V/def2-TZVPD", "smiles": "OCc1nc[nH]n1", "e_homo_ev": -9.94, "de_lowest_kcal_mol": 27.7, "homo_lumo_gap_ha": 0.39735, "symbols": ["O", "C", "C", "N", "N", "C", "N", "H", "H", "H", "H", "H"], "coordinates": [[1.03, -0.07, -2.36], [0.86, 0.71, -1.21], [0.14, 0.08, -0.05], [-0.50, -1.08, -0.04], [-0.98, -1.12, 1.22], [-0.62, -0.02, 1.90], [0.09, 0.77, 1.13], [0.18, -0.16, -2.80], [0.34, 1.66, -1.43], [1.86, 0.98, -0.85], [-1.52, -1.91, 1.55], [-0.88, 0.17, 2.93]]}

{"formula": "C6H13NO3", "method": "wB97M-V/def2-TZVPD", "smiles": "C/C(N)=C(\\C)O.CC(=O)O", "e_homo_ev": -7.35, "de_lowest_kcal_mol": 29.6, "homo_lumo_gap_ha": 0.29315, "symbols": ["C", "C", "C", "C", "C", "C", "N", "O", "O", "O", "H", "H", "H", "H", "H", "H", "H", "H", "H", "H", "H", "H", "H"], "coordinates": [[0.21, -0.90, 0.84], [1.24, -0.09, 0.47], [-0.67, -0.61, 2.04], [1.45, 1.31, 0.97], [-0.43, 0.54, -2.38], [-1.51, 0.26, -1.33], [0.19, -2.23, 0.40], [2.14, -0.56, -0.47], [-1.85, 1.39, -0.66], [-2.26, -0.70, -1.36], [2.90, 0.05, -0.50], [-2.69, 1.15, -0.21], [-0.77, -2.51, 0.19], [0.77, -2.32, -0.43], [-0.17, -0.91, 2.96], [-0.91, 0.46, 2.11], [-1.61, -1.16, 1.96], [0.51, 1.87, 0.99], [1.88, 1.29, 1.97], [2.13, 1.86, 0.32], [-0.90, 1.03, -3.23], [0.02, -0.40, -2.69], [0.35, 1.20, -1.97]]}

{"formula": "C3H4NO2", "method": "wB97M-V/def2-TZVPD", "charge": 1, "e_homo_ev": [-14.23, -14.23], "de_lowest_kcal_mol": 125.1, "homo_lumo_gap_ha": [0.30331, 0.30324], "symbols": ["C", "C", "C", "N", "O", "O", "H", "H", "H", "H"], "coordinates": [[0.01, 1.22, 0.66], [0.55, -1.07, -0.09], [-1.33, -0.61, -1.50], [0.88, 0.10, 0.60], [-1.03, 1.36, 0.11], [-0.48, -1.01, -0.75], [0.61, 2.04, 1.29], [1.19, -1.97, 0.09], [-2.28, -0.33, -1.20], [1.88, 0.28, 0.80]]}

Question: Number 5 is which compound?
Answer: C6H13NO3